Computed, not measured: a molecular structure, C21H15AuCl2IrO4P in a non-equilibrium geometry, with the ωB97M-V functional and the def2-TZVPD basis.

Values from the calculation:
DFT total energy = -71025.0024 eV
⟨S²⟩ = 12.079
Energy relative to the best compared isomer or geometry (same formula, charge and spin) = 57.29 kJ/mol
F_max = 0.15980 hartree/bohr

```
! wB97M-V def2-TZVPD RIJCOSX def2/J DEFGRID3
* xyz 4 7
Ir -4.733 -6.882 -0.126
Au -1.432 -3.603 1.703
Cl -3.243 -5.480 1.026
Cl -3.190 -8.816 0.432
C -0.108 -2.339 2.173
C -5.663 -5.311 -0.430
C -5.635 -8.315 -0.894
O 0.749 -1.625 2.490
O -6.223 -4.298 -0.607
O -6.150 -9.258 -1.357
O -1.087 0.012 -0.519
P 0.082 0.919 -0.295
C 0.165 1.486 1.423
C -1.043 1.615 2.126
C -1.033 2.053 3.450
C 0.180 2.355 4.080
C 1.383 2.213 3.383
C 1.380 1.766 2.058
C 1.656 0.103 -0.664
C 2.835 0.833 -0.863
C 4.038 0.160 -1.105
C 4.058 -1.236 -1.174
C 2.870 -1.961 -1.021
C 1.670 -1.294 -0.776
C 0.087 2.401 -1.332
C -0.018 3.689 -0.791
C 0.029 4.801 -1.638
C 0.155 4.629 -3.020
C 0.220 3.340 -3.562
C 0.172 2.225 -2.722
H -1.980 1.355 1.631
H -1.976 2.157 3.989
H 0.185 2.697 5.116
H 2.333 2.443 3.866
H 2.320 1.626 1.526
H 2.820 1.925 -0.835
H 4.955 0.736 -1.238
H 4.998 -1.761 -1.354
H 2.876 -3.050 -1.092
H 0.733 -1.847 -0.680
H -0.122 3.821 0.287
H -0.032 5.802 -1.209
H 0.198 5.499 -3.678
H 0.309 3.198 -4.639
H 0.210 1.216 -3.137
*
```



Computed, not measured: a molecular structure, C42H38ClIN8O8P2Tl in a non-equilibrium geometry, with the ωB97M-V functional and the def2-TZVPD basis.

Values from the calculation:
DFT total energy = -116361.2344 eV
Energy relative to the best compared isomer or geometry (same formula, charge and spin) = 35.33 kJ/mol
F_max = 0.05622 hartree/bohr

```
! wB97M-V def2-TZVPD RIJCOSX def2/J DEFGRID3
* xyz -1 1
Tl -0.094 0.481 0.240
O -1.123 -2.746 -2.723
C -1.117 -2.190 -1.599
O -0.403 -1.150 -1.412
C -1.903 -2.764 -0.467
C -2.897 -3.671 -0.814
C -3.523 -4.362 0.241
C -3.222 -4.089 1.566
C -2.243 -3.131 1.823
C -1.592 -2.403 0.862
O -0.657 -1.600 1.226
N -1.903 -2.805 3.240
O -0.861 -3.309 3.684
O -2.643 -2.064 3.853
N -4.484 -5.416 -0.058
O -4.767 -5.592 -1.252
O -4.915 -6.079 0.897
H -2.972 -3.989 -1.854
H -3.786 -4.580 2.346
Cl -3.884 2.119 6.386
C -2.615 2.018 5.109
C -1.341 2.416 5.451
C -0.303 2.372 4.509
I 1.580 2.908 5.182
C -0.490 1.920 3.206
O 0.434 1.820 2.338
C -1.856 1.475 2.901
N -2.084 1.076 1.630
C -3.295 0.694 1.234
C -4.375 0.752 2.146
C -4.182 1.151 3.435
C -2.892 1.556 3.820
H -1.112 2.668 6.502
H -3.376 0.428 0.182
H -5.319 0.427 1.785
H -4.984 1.130 4.158
C 5.241 -1.446 -2.910
C 5.426 -0.116 -2.659
C 4.457 0.675 -2.100
C 3.218 0.074 -1.936
C 2.997 -1.305 -2.192
C 4.029 -2.079 -2.732
N 2.074 0.796 -1.518
N 2.068 1.936 -1.970
C 0.941 2.714 -1.696
C 1.000 3.934 -2.327
C 0.001 4.862 -2.112
C -1.062 4.559 -1.288
C -1.068 3.330 -0.625
C -0.125 2.340 -0.861
H 6.020 -2.058 -3.351
H 6.441 0.315 -2.797
H 4.597 1.734 -1.889
H 1.995 -1.700 -1.962
H 3.833 -3.145 -2.847
H 1.780 3.998 -3.022
H -0.053 5.818 -2.652
H -1.892 5.294 -1.135
H -1.843 3.229 0.117
C -3.811 2.225 -2.698
P -2.644 0.774 -2.703
C -3.507 -0.277 -3.906
C -1.388 1.490 -3.779
C -1.390 2.811 -4.212
C -0.408 3.220 -5.118
C 0.578 2.374 -5.528
C 0.595 1.051 -5.042
C -0.397 0.602 -4.213
H -4.091 2.622 -3.716
H -3.445 3.019 -2.011
H -4.768 1.866 -2.305
H -3.956 0.239 -4.733
H -4.392 -0.704 -3.434
H -2.834 -1.060 -4.191
H -2.150 3.527 -3.894
H -0.476 4.265 -5.520
H 1.260 2.709 -6.298
H 1.411 0.375 -5.382
H -0.326 -0.392 -3.813
C 4.780 -1.751 2.168
N 4.436 -0.462 2.827
C 3.839 -0.784 4.158
N 2.666 -1.642 4.063
C 3.029 -2.872 3.388
N 3.654 -2.667 2.053
C 2.742 -2.116 1.087
P 1.883 -0.564 1.642
C 3.462 0.295 1.982
C 1.547 -0.938 3.391
H 5.596 -2.230 2.667
H 5.156 -1.525 1.151
H 3.566 0.140 4.681
H 4.634 -1.331 4.655
H 2.131 -3.470 3.276
H 3.722 -3.493 4.089
H 2.059 -2.853 0.775
H 3.208 -1.838 0.167
H 3.257 1.270 2.493
H 4.029 0.558 1.078
H 0.668 -1.600 3.409
H 1.199 -0.093 3.980
*
```



Computed, not measured: 2 unconnected molecules or ions with the total composition C4H9NO2 in a non-equilibrium geometry, with the ωB97M-V functional and the def2-TZVPD basis.

Values from the calculation:
SMILES = [H]/N=C\C=O.CCO
DFT total energy = -9875.9841 eV
Energy relative to the best compared isomer or geometry (same formula, charge and spin) = 393.33 kJ/mol
F_max = 0.08616 hartree/bohr

```
! wB97M-V def2-TZVPD RIJCOSX def2/J DEFGRID3
* xyz 0 1
H 2.470 -0.461 -1.691
N 2.704 0.414 -1.211
C 2.143 0.485 -0.086
C 1.366 -0.650 0.512
O 0.986 -1.637 -0.186
H 2.281 1.371 0.528
H 1.363 -0.702 1.615
C -2.221 -0.322 0.277
C -0.939 0.507 0.311
O -0.724 1.235 -0.863
H -2.416 -0.742 1.268
H -2.087 -1.166 -0.405
H -3.062 0.297 -0.025
H -0.946 1.228 1.126
H -0.217 -0.483 0.444
H -0.700 0.627 -1.613
*
```



Computed, not measured: a gas-phase ion, C3H7N4 (charge +1) in a non-equilibrium geometry, with the ωB97M-V functional and the def2-TZVPD basis.

Values from the calculation:
SMILES = NN/[NH+]=C\N1C=C1
DFT total energy = -9171.4624 eV
Energy relative to the best compared isomer or geometry (same formula, charge and spin) = 680.60 kJ/mol
F_max = 0.09025 hartree/bohr

```
! wB97M-V def2-TZVPD RIJCOSX def2/J DEFGRID3
* xyz 1 1
N 1.766 0.353 -2.303
N 0.739 0.081 -1.425
N 0.944 -0.493 -0.168
C 0.237 -0.511 0.967
N -0.749 0.285 1.412
C -1.788 -0.115 2.293
C -2.304 0.475 1.250
H 1.888 -0.297 -3.110
H 1.971 1.319 -2.686
H -0.144 0.659 -1.433
H 1.691 -1.107 -0.421
H 0.682 -1.249 1.671
H -1.898 -0.583 3.183
H -3.035 1.183 0.770
*
```



Look up the DFT total energy of the third one. -9875.9841 eV



What did the first record say?
Computed, not measured: a molecular structure, C21H15AuCl2IrO4P in a non-equilibrium geometry, with the ωB97M-V functional and the def2-TZVPD basis.

Values from the calculation:
DFT total energy = -71025.0024 eV
⟨S²⟩ = 12.079
Energy relative to the best compared isomer or geometry (same formula, charge and spin) = 57.29 kJ/mol
F_max = 0.15980 hartree/bohr

```
! wB97M-V def2-TZVPD RIJCOSX def2/J DEFGRID3
* xyz 4 7
Ir -4.733 -6.882 -0.126
Au -1.432 -3.603 1.703
Cl -3.243 -5.480 1.026
Cl -3.190 -8.816 0.432
C -0.108 -2.339 2.173
C -5.663 -5.311 -0.430
C -5.635 -8.315 -0.894
O 0.749 -1.625 2.490
O -6.223 -4.298 -0.607
O -6.150 -9.258 -1.357
O -1.087 0.012 -0.519
P 0.082 0.919 -0.295
C 0.165 1.486 1.423
C -1.043 1.615 2.126
C -1.033 2.053 3.450
C 0.180 2.355 4.080
C 1.383 2.213 3.383
C 1.380 1.766 2.058
C 1.656 0.103 -0.664
C 2.835 0.833 -0.863
C 4.038 0.160 -1.105
C 4.058 -1.236 -1.174
C 2.870 -1.961 -1.021
C 1.670 -1.294 -0.776
C 0.087 2.401 -1.332
C -0.018 3.689 -0.791
C 0.029 4.801 -1.638
C 0.155 4.629 -3.020
C 0.220 3.340 -3.562
C 0.172 2.225 -2.722
H -1.980 1.355 1.631
H -1.976 2.157 3.989
H 0.185 2.697 5.116
H 2.333 2.443 3.866
H 2.320 1.626 1.526
H 2.820 1.925 -0.835
H 4.955 0.736 -1.238
H 4.998 -1.761 -1.354
H 2.876 -3.050 -1.092
H 0.733 -1.847 -0.680
H -0.122 3.821 0.287
H -0.032 5.802 -1.209
H 0.198 5.499 -3.678
H 0.309 3.198 -4.639
H 0.210 1.216 -3.137
*
```



Which formula does entry 2 have? C42H38ClIN8O8P2Tl



Which formula does entry 3 have? C4H9NO2